This record from the Open Molecules 2025 dataset describes the ion C3H7N2 with charge +1. The level of theory is ωB97M-V/def2-TZVPD.

## Properties
* Kohn-Sham gap: 11.31 eV
* HOMO energy: -15.09 eV

Structure (ORCA input):
```
! wB97M-V def2-TZVPD RIJCOSX def2/J DEFGRID3
* xyz 1 1
C 2.629 0.036 0.147
C 1.498 0.056 -0.271
C 0.100 0.406 -0.545
N -0.262 1.474 0.209
N -0.812 -1.046 0.059
H 3.468 -0.277 0.688
H -0.370 0.351 -1.543
H -0.855 2.138 -0.170
H 0.419 1.833 0.831
H -1.566 -1.033 -0.595
H -0.952 -1.290 1.021
H -0.170 -1.807 -0.110
*
```